Record 1
# C6H7N3O

A single C6H7N3O molecule at a distorted geometry (ωB97M-V with the def2-TZVPD basis set, the OMol25 dataset).

Computed properties:
charge	0
HOMO-LUMO gap	9.7	eV
SMILES	CC(=O)Nc1ncccn1
ΔE to the lowest compared entry with this formula, charge and spin	251.6	kJ/mol
molecular weight	137.1	g mol⁻¹

Geometry (Å):
C1 2.31 1.31 0.37
C2 -1.85 1.30 -0.23
N1 -1.21 -1.33 0.18
H1 0.91 -1.55 0.25
C3 -0.33 -0.28 -0.02
C4 2.25 -0.16 0.02
H2 -3.05 -1.71 0.23
H3 1.70 1.66 1.47
O1 3.20 -0.77 -0.32
C5 -2.52 -0.98 0.16
H4 1.76 1.86 -0.42
N2 0.93 -0.78 -0.08
C6 -2.89 0.34 -0.04
H5 3.38 1.47 0.38
N3 -0.60 0.96 -0.19
H6 -2.10 2.53 -0.41
H7 -3.82 0.78 0.09


Record 2
# C7H12S

A single C7H12S molecule at a distorted geometry (ωB97M-V with the def2-TZVPD basis set, the OMol25 dataset).

Computed properties:
charge	0
HOMO-LUMO gap	8.1	eV
ΔE to the lowest compared entry with this formula, charge and spin	695.7	kJ/mol
molecular weight	128.2	g mol⁻¹

Geometry (Å):
H1 1.32 3.47 0.12
C1 1.76 0.09 1.28
H2 -0.32 2.74 -1.25
C2 -1.32 -0.96 0.37
H3 1.68 -0.52 2.24
C3 1.44 1.22 0.69
S1 0.51 2.78 0.93
H4 -0.99 -1.19 1.36
H5 1.24 -1.06 -1.80
H6 2.87 0.05 -0.74
C4 1.81 0.10 -0.20
H7 0.19 -2.44 0.07
C5 -0.29 -1.59 -0.51
C6 -0.70 2.80 -0.24
C7 0.72 -0.61 -1.07
H8 -0.79 -2.06 -1.29
H9 -1.64 2.31 -0.05
H10 -1.18 0.19 0.17
H11 -2.37 -1.46 0.24
H12 0.09 0.11 -1.48


Record 3
# C36H81BN9O4P2

3 unconnected molecules or ions with the total composition C36H81BN9O4P2 at a distorted geometry (ωB97M-V with the def2-TZVPD basis set, the OMol25 dataset).

Computed properties:
charge	-1
HOMO-LUMO gap	5.9	eV
molecular weight	776.9	g mol⁻¹

Geometry (Å):
H1 2.86 -3.66 -6.84
H2 -7.86 4.01 -5.30
H3 -9.94 4.39 0.85
H4 3.06 -5.83 -6.89
H5 -7.54 5.81 -0.02
H6 -1.35 1.67 3.54
C1 5.13 -2.16 -6.94
H7 -6.35 0.68 -0.96
C2 2.67 0.51 6.85
H8 4.76 -1.32 -6.36
H9 -3.37 -0.63 3.74
N1 2.85 1.43 2.05
H10 3.34 0.85 7.64
C3 1.81 -1.23 1.13
H11 -5.87 1.38 -2.52
C4 -9.76 4.26 -3.42
O1 6.04 -4.46 -8.11
H12 0.85 -1.45 7.18
C5 4.12 -0.83 2.20
H13 -0.94 4.77 1.56
H14 1.15 0.91 8.38
H15 -2.25 0.01 5.81
H16 5.10 2.53 2.92
H17 6.20 -2.01 -7.08
H18 4.82 -5.78 -3.90
H19 -3.76 1.01 4.20
C6 1.18 -3.14 2.99
N2 5.69 -1.55 -1.96
C7 3.84 -6.44 -7.35
C8 5.20 1.45 3.00
H20 7.60 -3.21 -5.23
C9 2.41 -2.50 3.01
H21 0.78 1.54 6.79
N3 -8.77 4.28 -0.86
H22 -0.50 -1.49 5.27
H23 5.18 -2.21 -1.38
H24 -6.74 3.07 -4.34
N4 0.25 -2.85 2.08
H25 6.40 -5.75 -3.12
H26 3.00 2.39 2.35
C10 2.77 -1.52 2.10
H27 6.16 1.20 2.54
H28 -2.76 2.85 0.21
H29 3.10 -2.63 -5.42
H30 5.60 -8.32 -6.92
C11 6.00 -0.37 -1.07
H31 5.21 -0.03 4.64
H32 3.78 -0.50 -0.52
H33 -9.93 5.24 -2.97
H34 -1.81 6.24 1.94
C12 -1.37 0.48 5.36
N5 -7.89 1.74 -2.00
H35 -0.12 -1.69 0.42
H36 -1.89 2.75 1.75
C13 4.42 1.81 5.47
H37 6.36 1.28 4.78
H38 0.63 -0.22 4.88
H39 -3.42 5.00 0.70
H40 4.66 -2.15 -7.93
H41 -8.37 3.62 1.13
C14 0.61 -1.93 1.18
H42 -9.68 2.77 0.29
P1 -7.59 3.45 -1.81
O2 4.94 -1.31 1.16
C15 2.97 1.28 5.54
O3 4.69 0.97 0.81
H43 3.26 -4.35 -5.25
H44 -8.14 6.13 -1.65
C16 -6.69 0.90 -1.98
N6 6.38 -4.93 -5.04
H45 -3.84 4.61 2.37
P2 5.89 -4.74 -6.64
H46 2.17 1.04 2.68
H47 3.89 -6.20 -8.42
H48 7.96 -4.20 -3.82
N7 4.87 -3.40 -6.22
H49 3.50 -7.48 -7.25
H50 -9.24 6.25 -0.29
C17 -9.00 1.05 -1.40
C18 -7.80 3.28 -4.49
H51 2.82 0.57 4.73
C19 1.20 0.69 7.32
H52 -1.06 -0.05 3.32
N8 -8.40 3.79 -3.27
H53 6.26 -7.25 -8.19
H54 -1.17 1.45 5.81
C20 -9.19 3.73 0.41
H55 0.93 -3.88 3.73
C21 4.15 0.73 2.11
H56 -2.66 0.42 1.40
H57 -0.54 -0.51 7.67
H58 4.86 1.69 6.47
C22 6.03 -7.33 -7.11
H59 -8.28 2.35 -4.81
H60 -9.13 0.07 -1.88
H61 7.01 -0.55 -0.68
H62 4.57 -1.24 3.11
C23 5.33 1.04 4.49
C24 -1.68 0.68 3.85
H63 -9.99 4.38 -4.49
C25 -3.50 0.67 2.05
H64 6.50 -3.18 -3.84
C26 -2.83 3.01 1.28
H65 -8.86 0.87 -0.32
H66 6.09 -6.92 -4.37
C27 -3.14 0.41 3.53
H67 3.12 -2.79 3.78
C28 7.14 -3.83 -4.45
H68 -4.34 0.01 1.83
H69 -10.49 3.56 -3.00
H70 2.84 -0.55 6.65
H71 6.97 -7.27 -6.56
N9 5.11 -6.29 -6.67
H72 2.30 2.13 5.47
H73 5.92 0.53 -1.68
C29 -1.78 5.17 2.12
C30 -0.20 -0.48 5.55
H74 5.01 -1.26 -2.65
C31 -3.97 2.13 1.83
H75 -4.37 2.57 2.74
H76 -4.76 2.13 1.08
H77 -1.66 4.97 3.18
H78 -6.90 -0.05 -2.49
H79 4.46 2.87 5.23
C32 -8.40 5.69 -0.69
O4 -6.43 3.37 -0.87
C33 3.46 -3.53 -5.93
H80 2.00 -0.50 0.36
B1 4.87 -0.29 0.08
H81 -9.94 1.58 -1.55
C34 -3.07 4.51 1.60
C35 5.89 -5.89 -4.07
C36 0.32 -0.52 6.98